# 1
{
  "formula": "C3H10NO",
  "method": "ωB97M-V with the def2-TZVPD basis set",
  "species": ["C", "C", "C", "N", "H", "H", "H", "H", "H", "H", "H", "H", "H", "H", "O"],
  "positions_angstrom": [[1.892112, -0.002432, -1.216026], [0.819421, -0.350924, -0.274406], [0.039276, -1.523361, -0.367198], [0.310857, 0.670250, 0.623468], [2.044632, -0.797661, -1.947594], [2.840633, 0.063101, -0.629111], [1.809266, 0.960198, -1.731194], [-0.892273, -1.554398, 0.204176], [0.190454, -2.366919, -1.038372], [-0.710362, 0.671904, 0.897344], [1.033590, 1.118417, 1.210363], [0.225374, 1.475335, -0.054113], [-2.985531, 1.379772, 0.587690], [-2.877659, 0.435893, 1.714839], [-2.408595, 0.687208, 0.895821]],
  "atomic_forces_ev_per_a": [[0.292, -0.809, 0.609], [-0.228, -0.332, -1.126], [-0.798, -0.029, 0.402], [0.816, 2.295, -2.302], [-0.052, 0.034, 0.077], [-0.048, 0.079, -0.094], [-0.219, 0.185, 0.232], [0.177, -0.105, 0.023], [0.550, 0.213, -0.012], [-0.713, -0.669, 1.029], [-0.265, -0.628, 0.839], [-0.020, -0.160, 0.279], [-0.301, 0.747, -0.732], [0.401, -0.249, -0.145], [0.408, -0.572, 0.920]],
  "lowdin_charge": [0.056, -0.143, 0.377, 0.250, 0.129, 0.170, 0.143, 0.126, 0.147, 0.122, 0.220, 0.215, 0.087, 0.114, -0.013],
  "energy_ev": -6789.1117,
  "charge": 2,
  "multiplicity": 2,
  "relative_energy_kcal_mol": 66.4,
  "gap_ev": [10.5, 6.8]
}

# 2
{
  "formula": "C3H10S2",
  "method": "ωB97M-V with the def2-TZVPD basis set",
  "species": ["C", "S", "S", "H", "H", "H", "H", "C", "C", "H", "H", "H", "H", "H", "H"],
  "positions_angstrom": [[-0.204816, -0.137499, -4.027621], [-1.322348, -1.545986, -3.775332], [-3.377345, -1.212752, -3.483463], [0.351382, -0.354091, -4.930767], [-0.616180, 0.854290, -4.092978], [0.489037, -0.243618, -3.199797], [-3.490105, 0.037056, -3.955117], [1.184119, -0.414640, 3.363362], [0.937695, 1.091381, 3.546784], [1.024859, -0.654266, 2.301602], [2.197768, -0.729056, 3.580668], [0.403092, -1.006421, 3.818435], [1.360515, 1.469219, 4.470873], [-0.128551, 1.222652, 3.748092], [1.190872, 1.623733, 2.635264]],
  "atomic_forces_ev_per_a": [[0.151, -0.430, 0.428], [-0.020, -0.914, -0.408], [0.247, 0.643, 0.204], [-0.115, 0.006, -0.314], [-0.364, 0.222, 0.154], [0.073, 0.523, 0.136], [0.029, -0.051, -0.199], [-0.393, 0.376, -1.392], [-0.908, -0.868, 0.472], [0.211, 0.097, 0.074], [-0.002, -0.167, 0.400], [0.243, -0.265, 0.772], [0.680, 0.284, -0.205], [-0.110, 0.138, -0.447], [0.278, 0.404, 0.325]],
  "lowdin_charge": [-0.459, 0.339, 0.262, 0.020, 0.033, 0.015, -0.210, -0.173, -0.169, 0.060, 0.056, 0.054, 0.055, 0.058, 0.059],
  "energy_ev": -24942.6245,
  "charge": 0,
  "relative_energy_kcal_mol": 24.7,
  "gap_ev": 8.5
}

# 3
{
  "formula": "C19H21FN2O5S",
  "method": "ωB97M-V with the def2-TZVPD basis set",
  "species": ["O", "C", "C", "C", "C", "C", "C", "C", "C", "O", "C", "C", "C", "C", "C", "C", "H", "H", "H", "H", "H", "H", "H", "H", "N", "C", "C", "N", "C", "C", "C", "O", "S", "O", "O", "F", "H", "H", "H", "H", "H", "H", "H", "H", "H", "H", "H", "H", "H"],
  "positions_angstrom": [[-2.168324, 2.528514, -1.429089], [-2.486607, 1.847951, -2.386181], [-3.095050, 2.469992, -3.587819], [-3.282870, 3.849236, -3.625060], [-3.815324, 4.444924, -4.758785], [-4.161176, 3.667071, -5.860252], [-3.991500, 2.290947, -5.821250], [-3.463691, 1.687439, -4.683249], [-3.303292, 0.212999, -4.646313], [-3.674012, -0.473381, -5.578934], [-2.676415, -0.406530, -3.453341], [-2.485659, -1.785783, -3.417686], [-1.870974, -2.372089, -2.321043], [-1.443727, -1.584297, -1.255490], [-1.644727, -0.211629, -1.281540], [-2.265746, 0.381382, -2.377507], [-3.010036, 4.456987, -2.772274], [-3.956782, 5.518176, -4.787614], [-4.565399, 4.135180, -6.749113], [-4.266054, 1.688122, -6.677028], [-2.812504, -2.400106, -4.246464], [-1.719925, -3.443991, -2.296814], [-0.955149, -2.042696, -0.403676], [-1.314837, 0.398250, -0.450383], [1.399574, -0.904506, 0.544638], [2.652811, -0.254009, 1.007190], [2.707639, -0.273149, 2.589564], [3.719629, -1.277994, 2.989996], [4.260492, -1.072306, 4.352604], [3.305696, -1.408245, 5.541715], [2.265066, -0.289752, 5.898518], [0.949608, -0.575852, 5.410652], [3.225526, -2.871558, 2.717895], [3.365177, -3.301371, 1.322547], [3.975835, -3.765870, 3.628177], [1.644980, -2.937747, 3.121218], [1.292526, -0.763064, -0.457195], [0.660921, -0.336473, 0.959482], [2.690163, 0.781860, 0.603493], [3.550549, -0.775985, 0.636667], [1.686104, -0.507405, 2.945726], [3.020657, 0.743873, 2.892578], [4.600411, -0.021742, 4.466864], [5.173390, -1.687520, 4.466009], [2.768733, -2.367653, 5.445912], [3.955840, -1.510295, 6.439516], [2.644106, 0.697253, 5.556738], [2.176347, -0.287117, 7.005673], [0.738001, 0.109959, 4.780726]],
  "atomic_forces_ev_per_a": [[-0.020, -0.084, -0.111], [0.153, 0.370, 0.498], [-0.095, 0.080, -0.185], [-0.058, 0.131, -0.133], [0.031, -0.117, 0.031], [0.042, -0.090, 0.101], [-0.053, 0.185, -0.072], [0.004, 0.241, 0.018], [-0.202, -0.377, -0.518], [0.052, 0.086, 0.115], [0.094, -0.091, 0.192], [0.096, -0.130, 0.134], [-0.046, 0.136, -0.062], [-0.054, 0.060, -0.018], [0.059, -0.233, 0.037], [0.053, -0.204, -0.022], [0.049, -0.144, 0.039], [0.006, -0.031, 0.005], [0.003, -0.018, 0.027], [0.038, -0.108, 0.113], [-0.031, 0.151, -0.050], [0.000, 0.033, 0.004], [-0.001, 0.008, -0.034], [-0.109, 0.121, -0.092], [0.325, 0.515, 0.366], [-0.267, 0.318, 0.062], [-0.081, 0.296, -2.313], [-1.267, -0.452, 0.683], [0.201, -0.766, 1.238], [0.007, 0.880, 0.425], [0.492, -0.780, 0.597], [0.554, 0.213, -0.097], [2.714, -3.809, -0.812], [-1.200, 1.951, 2.434], [-2.136, 2.526, -1.083], [1.815, 0.391, -0.418], [0.126, -0.164, 0.060], [-0.131, -0.253, -0.159], [0.196, -0.351, 0.542], [-0.555, 0.070, 0.048], [0.599, 0.138, 0.156], [0.039, -0.795, 0.317], [-0.377, -0.473, -0.491], [-0.570, 0.219, -0.278], [0.342, 0.415, -0.161], [-0.276, 0.003, -0.577], [-0.340, -0.437, 0.231], [0.104, 0.259, -0.607], [-0.325, 0.109, -0.179]],
  "lowdin_charge": [0.101, -0.279, -0.084, 0.000, -0.057, -0.056, 0.001, -0.083, -0.279, 0.107, -0.083, 0.004, -0.048, -0.062, -0.009, -0.083, 0.120, 0.107, 0.107, 0.121, 0.121, 0.110, 0.100, 0.109, -0.005, -0.243, -0.185, -0.211, -0.203, -0.154, -0.246, -0.076, 0.731, -0.269, -0.283, -0.171, 0.065, 0.060, 0.108, 0.105, 0.098, 0.129, 0.128, 0.118, 0.105, 0.119, 0.116, 0.115, 0.063],
  "energy_ev": -46812.9798,
  "charge": 0,
  "relative_energy_kcal_mol": 24.6,
  "gap_ev": 8.8
}